Molecular formula: C79H58F17N3O16P
Method: DFT, the ωB97M-V functional and the def2-TZVPD basis

Structure (XYZ):
```
174
Properties=species:S:1:pos:R:3:lowdin_charge:R:1
H 1.99 -0.17 4.39 0.113
H 6.87 0.14 5.11 0.122
H -8.65 3.24 3.33 0.110
C 4.04 1.10 -6.92 -0.419
C -5.43 -1.61 9.06 0.010
C 2.35 -0.17 -8.43 -0.066
C 3.58 0.91 5.34 -0.054
H 2.62 -0.42 -6.27 0.125
C 3.71 -4.97 9.49 -0.277
O 1.23 -2.51 -10.35 -0.106
H 0.35 4.78 -12.48 0.071
C 3.18 -0.15 -7.16 -0.027
H 3.93 -0.92 -7.28 0.143
H 1.63 0.48 -10.87 0.119
C 0.28 -3.09 11.19 -0.058
H 7.55 -3.85 2.28 0.122
H -7.19 2.14 5.00 0.122
H 2.79 0.54 -9.12 0.117
C -3.01 -4.20 11.50 -0.101
O -2.03 1.00 -10.14 0.007
H -3.07 -0.33 6.10 0.116
C -6.28 2.01 1.25 -0.005
C -7.42 2.68 1.66 -0.054
H 5.96 -6.21 8.79 0.119
C -6.94 2.11 3.95 0.003
C -1.67 -1.07 4.65 -0.046
C 0.39 6.42 -7.69 -0.341
F 4.34 3.07 -5.65 0.174
H -1.38 5.49 -10.38 0.093
F -0.56 5.77 -8.41 0.134
H -2.24 2.91 -9.31 0.127
F 1.10 7.92 -9.37 0.170
C 5.63 -3.02 2.73 -0.080
C -2.20 -5.03 12.27 -0.019
H 7.66 -7.23 10.28 0.107
C 6.22 -1.90 3.53 -0.276
H -6.02 1.97 0.20 0.116
C 4.95 1.00 5.55 -0.052
P 0.30 -1.56 -11.22 0.403
C -1.71 3.11 -11.36 -0.206
H -8.05 3.17 0.93 0.109
C -1.67 0.84 -7.80 -0.142
O -2.35 -5.23 9.49 0.103
N 0.92 0.20 -8.26 -0.004
C 3.06 -0.10 4.55 -0.003
H 2.66 -4.28 1.72 0.118
H -1.58 2.44 -12.21 0.130
H -4.31 -2.28 13.97 0.121
C 2.88 3.38 -7.43 -0.328
H -0.23 -2.57 9.18 0.107
H -1.01 -1.50 5.38 0.110
C -2.21 -0.62 2.35 0.000
H -2.84 -3.74 15.33 0.109
C 3.73 -4.20 1.84 -0.005
H -3.27 1.92 -7.70 0.143
C -7.75 2.73 3.01 -0.051
F 1.81 5.24 -9.15 0.161
F 3.94 4.06 -7.91 0.176
C -2.89 -3.87 14.25 -0.051
O 0.94 -1.58 -12.65 -0.075
C 5.95 -5.01 1.43 -0.055
C -3.67 0.14 4.11 -0.080
C -5.79 1.45 3.54 -0.080
H -1.61 1.53 -2.64 0.097
C -0.98 8.50 -8.43 -0.577
H 5.31 -6.14 13.69 0.121
C -0.18 5.46 -13.15 -0.035
C -3.83 -3.53 7.84 -0.002
F 0.03 6.42 -6.40 0.184
H 5.35 1.78 6.17 0.109
H -0.60 -2.62 11.62 0.108
C -3.86 -3.43 9.22 -0.085
C 5.80 0.08 4.96 0.002
H -1.61 -5.79 11.77 0.125
H -0.74 4.87 -13.87 0.084
C -3.72 -3.05 13.50 0.000
H 7.34 -7.18 12.73 0.108
C -4.67 -2.32 11.32 -0.277
C 1.83 4.42 -6.94 -0.350
C 6.78 -6.77 10.70 -0.056
C 3.29 -4.98 12.40 -0.277
F -1.83 8.11 -7.50 0.208
C -2.64 1.53 -2.99 0.029
O -1.12 -1.89 -11.10 -0.225
H -2.80 6.22 -11.09 0.118
H -6.04 -0.87 9.55 0.123
H -2.62 4.31 -12.73 0.112
H -0.71 3.41 -11.02 0.110
C -3.78 -3.21 12.12 -0.084
H 6.61 -5.75 0.99 0.108
O 7.42 -1.80 3.66 0.113
C -2.77 2.16 -4.33 -0.532
H -0.35 0.51 -4.68 0.140
C -3.02 -4.37 10.02 -0.289
F 0.63 3.81 -6.97 0.149
C -4.25 0.67 1.72 -0.275
C 4.25 -3.13 2.56 -0.082
C 3.40 2.40 -6.32 -0.345
C -1.18 0.72 -5.34 -0.100
H 0.51 -2.25 -13.19 0.115
C 6.60 -6.75 12.08 -0.055
O -1.96 7.02 -13.26 -0.022
H -0.51 7.07 -11.80 0.128
O 2.12 -2.19 2.95 0.088
C 3.32 -2.12 3.14 -0.272
F -0.88 9.81 -8.39 0.212
F 1.09 8.64 -7.30 0.188
C -4.60 -2.67 7.07 -0.064
O 3.87 -4.98 8.29 0.103
H -4.57 -2.74 5.99 0.107
H 1.77 -3.66 8.21 0.119
C 0.61 0.15 -10.70 -0.099
H -3.28 2.04 -2.29 0.097
O -5.37 -1.49 11.86 0.110
O 3.10 -5.02 13.59 0.107
C -4.92 0.81 4.57 -0.269
O -2.96 1.03 -7.48 0.147
F 4.68 1.45 -8.06 0.131
H -5.99 -1.04 7.08 0.093
C 5.28 -0.93 4.16 -0.080
C 6.48 -3.96 2.15 0.000
H -0.02 0.72 -11.37 0.105
H -3.21 -4.28 7.37 0.120
H -0.47 -1.69 2.98 0.094
H -2.09 7.93 -12.97 0.095
C 0.48 -3.06 9.82 -0.050
C -1.37 -1.18 3.29 -0.045
C 1.74 5.66 -7.87 -0.348
C -2.82 -0.41 5.05 -0.009
H -1.98 -0.69 1.29 0.116
F 4.98 0.73 -6.01 0.132
C -3.36 0.05 2.75 -0.084
C -2.14 -4.86 13.64 -0.055
H 0.69 -2.93 -9.66 0.104
O -3.98 0.58 0.54 0.086
C 1.19 -3.72 12.02 0.001
F -1.44 8.13 -9.61 0.188
H 1.03 -3.75 13.09 0.120
C -4.65 -2.47 9.84 -0.079
C 2.31 -4.33 11.48 -0.078
H -2.97 0.49 -3.02 0.103
H -3.51 2.43 -10.42 0.138
C -5.46 1.39 2.19 -0.083
F 2.75 6.50 -7.61 0.191
C -2.44 2.39 -10.25 -0.110
C 1.60 -3.67 9.27 0.003
H 2.39 -1.14 -8.91 0.118
H -1.95 -0.03 -5.19 0.149
C 0.44 7.89 -8.19 -0.352
F 2.42 2.09 -5.45 0.155
C 2.52 -4.31 10.10 -0.080
C 3.91 -1.03 3.96 -0.082
C -1.22 0.75 -9.10 -0.147
N -2.48 4.29 -11.73 -0.034
H 4.17 -5.97 0.73 0.107
O -3.70 2.77 -4.71 0.173
O -5.21 0.83 5.75 0.096
C 5.83 -6.20 9.86 -0.003
C -5.40 -1.71 7.68 -0.054
F 2.33 2.69 -8.45 0.141
C 4.51 -5.59 11.79 -0.082
C -1.95 5.59 -11.31 -0.172
C 4.70 -5.60 10.41 -0.083
C 0.12 0.37 -9.31 -0.106
C -1.12 6.34 -12.35 -0.431
H 0.55 6.06 -13.68 0.086
H -1.49 -5.50 14.23 0.112
F 2.11 4.79 -5.70 0.196
C 4.58 -5.14 1.28 -0.058
O -1.68 2.04 -5.16 -0.011
N 0.52 0.34 -7.00 0.205
C 5.46 -6.16 12.62 -0.002
H 2.92 1.63 5.80 0.108
C -0.74 0.62 -6.77 -0.114
```

As for the net charge: +1. Its lowest unoccupied orbital energy is -4.04 eV. As for the HOMO energy: -10.403 eV. The value obtained for the max |F| is 1.62 eV/A. As for the HOMO-LUMO gap: 6.361 eV.